ORCA calculation (ωB97M-V with the def2-TZVPD basis set) on the ion C30H55N2OSSi with charge +1.

Last column: Löwdin charge in e.
CARTESIAN COORDINATES (ANGSTROEM)
C: -1.86 -7.21 -1.33  -0.094
C: -1.69 -6.18 -2.46  -0.257
C: -2.85 -5.18 -2.54  -0.212
C: -2.37 -3.82 -3.04  -0.178
C: -3.42 -2.70 -2.95  -0.099
C: -3.32 -1.85 -1.68  -0.366
O: -3.61 -2.73 -0.60  0.015
N: -4.42 -0.86 -1.74  0.199
C: -4.10 0.33 -1.39  0.058
C: -2.71 0.40 -0.98  -0.195
C: -2.79 0.61 0.58  -0.136
C: -3.09 2.10 0.90  -0.174
C: -1.82 2.87 1.27  -0.203
C: -1.75 3.20 2.77  -0.206
C: -0.68 4.22 3.12  -0.194
C: 0.71 3.91 2.52  -0.214
C: 1.84 3.98 3.55  -0.256
C: 3.22 4.22 2.91  -0.247
Si: 4.13 2.63 2.45  0.584
C: 2.97 1.57 1.39  -0.175
C: 4.59 1.62 3.97  -0.165
C: 5.63 2.99 1.38  -0.251
C: 5.64 4.03 0.43  -0.096
C: 6.76 4.24 -0.37  -0.085
C: 7.89 3.42 -0.25  -0.080
C: 7.89 2.38 0.70  -0.082
C: 6.77 2.17 1.51  -0.096
C: -2.07 -0.90 -1.49  -0.347
C: -0.89 -1.41 -0.65  -0.380
S: -1.17 -2.11 1.00  0.932
C: -1.28 -3.90 0.73  -0.537
C: -0.24 -4.63 1.57  -0.156
N: -1.49 -0.76 -2.86  0.010
C: -1.99 0.31 -3.73  -0.273
C: -1.37 0.13 -5.11  -0.070
H: -1.10 -7.97 -1.43  0.074
H: -1.72 -6.71 -0.38  0.052
H: -2.84 -7.66 -1.38  0.077
H: -1.52 -6.66 -3.42  0.109
H: -0.78 -5.61 -2.25  0.096
H: -3.54 -5.56 -3.29  0.118
H: -3.36 -5.10 -1.58  0.102
H: -1.46 -3.51 -2.54  0.088
H: -2.10 -3.91 -4.09  0.124
H: -4.40 -3.17 -2.89  0.128
H: -3.42 -2.08 -3.84  0.110
H: -4.37 -2.41 -0.10  0.119
H: -5.38 -1.06 -2.01  0.194
H: -4.80 1.15 -1.38  0.171
H: -2.21 1.31 -1.30  0.155
H: -3.52 -0.04 1.03  0.113
H: -1.82 0.40 1.00  0.070
H: -3.54 2.60 0.04  0.104
H: -3.79 2.12 1.73  0.111
H: -0.94 2.27 1.03  0.094
H: -1.74 3.80 0.71  0.120
H: -1.59 2.28 3.33  0.121
H: -2.72 3.61 3.05  0.110
H: -0.57 4.29 4.19  0.107
H: -1.00 5.20 2.77  0.112
H: 0.95 4.63 1.75  0.113
H: 0.72 2.93 2.06  0.070
H: 1.62 4.79 4.24  0.105
H: 1.86 3.06 4.13  0.098
H: 3.11 4.85 2.04  0.064
H: 3.85 4.76 3.62  0.081
H: 2.61 2.18 0.56  0.028
H: 2.12 1.19 1.95  0.019
H: 3.53 0.74 0.96  0.029
H: 4.69 0.59 3.67  0.032
H: 3.79 1.69 4.71  0.024
H: 5.53 1.95 4.39  0.033
H: 4.77 4.66 0.32  0.089
H: 6.75 5.04 -1.09  0.098
H: 8.75 3.58 -0.87  0.097
H: 8.76 1.76 0.78  0.098
H: 6.80 1.36 2.22  0.091
H: -0.21 -0.58 -0.52  0.091
H: -0.38 -2.16 -1.24  0.086
H: -2.27 -4.20 1.06  0.066
H: -1.22 -4.16 -0.32  0.052
H: -0.25 -4.24 2.58  0.065
H: 0.76 -4.50 1.17  0.075
H: -0.48 -5.69 1.63  0.069
H: -0.49 -0.61 -2.76  0.122
H: -3.07 0.23 -3.87  0.105
H: -1.73 1.31 -3.37  0.111
H: -1.79 0.84 -5.83  0.079
H: -0.29 0.19 -5.07  0.079
H: -1.62 -0.86 -5.47  0.074

Spin multiplicity   1
SMILES   CCCCC[C@]1(O)[NH+]=C[C@@H](CCCCCCCC[Si](C)(C)c2ccccc2)[C@]1(CSCC)NCC
Total charge   +1
Kohn-Sham gap   0.2434 Ha
Energy   -55737.27805 eV
LUMO   -3.94 eV

***

ORCA calculation (ωB97M-V with the def2-TZVPD basis set) on a cluster of 3 separate species, C30H55N6O4 in total.

Last column: Löwdin spin population.
CARTESIAN COORDINATES (ANGSTROEM)
C: 4.88 4.46 1.35  0.000
C: 3.79 4.96 0.80  0.000
N: 2.83 5.29 -0.30  0.000
C: 2.17 6.59 -0.54  0.000
N: 1.36 6.37 -1.72  0.000
O: 0.52 7.17 -2.40  0.000
C: -0.64 7.58 -1.60  0.000
C: -1.23 6.41 -0.64  0.000
N: -1.96 5.36 -1.42  0.000
C: -1.51 3.96 -1.08  0.000
C: -2.72 2.90 -0.86  0.000
C: -2.68 1.83 -2.09  0.000
O: -2.38 2.11 0.34  0.000
C: 1.45 5.02 -2.29  0.000
C: 2.43 4.28 -1.30  0.000
C: 2.83 2.74 -1.49  0.000
C: 4.34 2.48 -1.98  0.000
N: 4.90 3.08 -3.04  0.000
H: 5.76 4.02 1.97  0.000
H: 2.25 7.57 0.04  0.000
H: -1.49 7.82 -2.36  0.000
H: -0.47 8.58 -1.03  0.000
H: -0.46 6.00 0.12  0.000
H: -2.05 6.94 0.02  0.000
H: -2.97 5.39 -1.15  0.000
H: -0.81 3.88 -0.16  0.000
H: -0.90 3.57 -1.99  0.000
H: -3.76 3.39 -0.72  0.000
H: -3.09 2.27 -3.08  0.000
H: -1.56 1.53 -2.25  0.000
H: -3.22 0.86 -1.77  0.000
H: -2.82 2.49 1.14  0.000
H: 0.87 4.66 -3.21  0.000
H: 2.57 2.18 -0.49  0.000
H: 2.10 2.28 -2.28  0.000
H: 4.96 1.70 -1.39  0.000
H: 4.15 3.71 -3.40  0.000
C: 0.57 -4.01 -3.41  0.002
C: 1.04 -2.59 -3.84  0.024
C: 2.59 -2.54 -3.88  0.014
C: 3.24 -2.50 -2.50  0.001
C: 2.64 -1.38 -1.65  0.013
C: 1.10 -1.44 -1.57  0.024
N: 0.45 -1.57 -2.91  0.334
O: 0.53 -0.35 -3.54  0.580
C: 0.68 -2.62 -0.66  0.001
C: 0.60 -0.19 -0.80  -0.001
C: 0.52 -2.45 -5.30  -0.001
H: 0.31 -4.64 -4.26  0.000
H: 1.33 -4.56 -2.85  0.000
H: -0.34 -3.97 -2.79  0.001
H: 2.91 -1.65 -4.44  0.003
H: 2.98 -3.40 -4.44  0.001
H: 3.12 -3.46 -2.00  0.000
H: 4.31 -2.34 -2.61  0.001
H: 3.07 -1.43 -0.65  0.001
H: 2.96 -0.42 -2.07  0.003
H: -0.41 -2.74 -0.65  0.001
H: 0.99 -2.44 0.38  0.000
H: 1.12 -3.57 -0.94  0.000
H: 0.92 0.75 -1.26  -0.001
H: 0.98 -0.18 0.23  0.000
H: -0.50 -0.17 -0.74  0.000
H: -0.58 -2.47 -5.33  0.000
H: 0.88 -3.27 -5.92  0.000
H: 0.85 -1.53 -5.78  -0.001
C: -1.82 -1.31 4.56  0.002
C: -2.06 -2.29 3.37  0.023
C: -3.51 -2.81 3.41  0.013
C: -3.77 -3.85 4.50  0.001
C: -2.74 -4.97 4.44  0.013
C: -1.28 -4.47 4.44  0.023
N: -1.05 -3.39 3.43  0.321
O: -1.01 -3.99 2.19  0.596
C: -0.92 -3.96 5.86  0.001
C: -0.34 -5.68 4.24  -0.001
C: -1.90 -1.40 2.11  -0.001
H: -1.93 -0.26 4.25  0.000
H: -2.52 -1.46 5.38  0.000
H: -0.80 -1.39 4.95  0.001
H: -3.76 -3.28 2.44  0.003
H: -4.21 -1.98 3.53  0.001
H: -3.75 -3.37 5.49  0.000
H: -4.77 -4.26 4.39  0.001
H: -2.91 -5.65 5.29  0.001
H: -2.94 -5.57 3.54  0.003
H: 0.08 -3.52 5.87  0.001
H: -0.92 -4.78 6.58  0.000
H: -1.62 -3.22 6.25  0.000
H: -0.56 -6.24 3.32  -0.001
H: -0.44 -6.40 5.06  0.000
H: 0.71 -5.37 4.21  0.000
H: -0.89 -1.00 2.03  0.000
H: -2.59 -0.55 2.15  0.000
H: -2.14 -1.93 1.18  -0.001

Spin multiplicity   3
Total charge   +1
Kohn-Sham gap (spin up / spin down)   0.2362 / 0.2594 Ha
Energy   -49111.39164 eV
LUMO (spin up / spin down)   -4.03 / -4.03 eV

***

ORCA calculation (ωB97M-V with the def2-TZVPD basis set) on a cluster of 15 separate species, C30H56Cl28F5O2P in total.

Last column: Löwdin charge in e.
CARTESIAN COORDINATES (ANGSTROEM)
C: -0.42 -0.54 3.87  -0.093
C: -0.02 -1.31 2.59  -0.229
C: 0.06 -0.47 1.28  -0.217
C: -0.85 0.76 1.19  -0.312
C: -2.34 0.52 1.43  -0.383
P: -3.11 -0.72 0.26  1.012
C: -4.90 -0.18 0.19  -0.366
C: -5.89 -1.36 0.18  -0.271
C: -7.29 -0.96 -0.33  -0.149
C: -8.11 -0.40 0.84  -0.158
O: -8.93 -1.43 1.42  0.014
C: -8.53 -1.80 2.65  -0.517
C: -9.62 -2.31 3.55  -0.021
O: -7.37 -1.78 3.01  0.056
C: -3.01 -2.39 1.07  -0.362
C: -2.00 -3.30 0.31  -0.235
C: -2.64 -4.67 -0.05  -0.077
C: -2.34 -5.79 0.96  -0.454
F: -3.17 -6.83 0.70  0.105
F: -1.08 -6.20 0.78  0.134
C: -2.56 -5.43 2.44  -0.562
F: -3.76 -4.90 2.65  0.178
F: -2.52 -6.58 3.15  0.155
F: -1.60 -4.66 2.94  0.183
H: -0.28 0.54 3.80  0.070
H: -1.48 -0.71 4.07  0.019
H: 0.11 -0.95 4.73  0.070
H: -0.63 -2.20 2.43  0.056
H: 0.99 -1.70 2.77  0.099
H: -0.05 -1.13 0.41  0.093
H: 1.09 -0.10 1.22  0.065
H: -0.75 1.15 0.16  0.098
H: -0.48 1.56 1.84  0.034
H: -2.60 0.23 2.45  0.031
H: -2.85 1.48 1.25  0.009
H: -5.07 0.38 1.11  0.073
H: -5.08 0.49 -0.65  0.060
H: -6.01 -1.72 1.21  0.083
H: -5.50 -2.20 -0.40  0.096
H: -7.82 -1.84 -0.72  0.115
H: -7.19 -0.24 -1.15  0.110
H: -8.81 0.35 0.44  0.126
H: -7.48 0.11 1.57  0.125
H: -10.34 -2.85 2.93  0.040
H: -10.17 -1.51 4.05  0.097
H: -9.23 -3.03 4.26  0.050
H: -2.74 -2.24 2.12  0.042
H: -3.97 -2.91 1.08  0.053
H: -1.76 -2.80 -0.63  0.078
H: -1.08 -3.48 0.86  0.094
H: -2.18 -4.99 -0.99  0.131
H: -3.71 -4.61 -0.24  0.118
C: -5.31 -1.95 5.41  -1.015
Cl: -4.32 -0.95 4.34  0.571
Cl: -5.44 -1.24 7.03  0.511
H: -6.30 -2.03 4.98  -0.009
H: -4.85 -2.93 5.50  0.026
C: -5.99 -7.07 -2.06  -1.042
Cl: -7.40 -6.03 -2.31  0.480
Cl: -5.58 -7.99 -3.51  0.513
H: -5.15 -6.45 -1.79  0.007
H: -6.21 -7.77 -1.25  0.021
C: -7.77 -5.60 2.65  -0.975
Cl: -9.48 -5.35 3.02  0.563
Cl: -7.50 -5.59 0.90  0.507
H: -7.19 -4.80 3.10  0.020
H: -7.46 -6.56 3.05  0.029
C: 3.75 2.25 1.45  -0.986
Cl: 2.01 2.50 1.61  0.578
Cl: 4.23 2.15 -0.25  0.530
H: 4.27 3.08 1.91  0.030
H: 4.02 1.32 1.94  0.030
C: -2.15 4.38 -0.04  -1.030
Cl: -3.39 3.27 -0.67  0.523
Cl: -2.01 4.28 1.72  0.532
H: -1.20 4.13 -0.49  -0.074
H: -2.43 5.40 -0.31  0.029
C: -1.05 4.80 -3.92  -1.036
Cl: -0.54 3.68 -2.64  0.546
Cl: -0.34 6.40 -3.70  0.515
H: -0.73 4.40 -4.87  -0.012
H: -2.13 4.89 -3.89  0.021
C: 5.84 0.60 -3.17  -1.027
Cl: 4.74 0.91 -4.53  0.507
Cl: 7.52 0.93 -3.60  0.512
H: 5.56 1.25 -2.35  -0.064
H: 5.75 -0.44 -2.88  0.031
C: 6.94 4.15 -2.14  -1.054
Cl: 7.46 3.03 -0.87  0.475
Cl: 7.65 5.75 -1.93  0.511
H: 7.25 3.75 -3.10  -0.029
H: 5.86 4.24 -2.10  0.018
C: 11.31 4.62 -2.81  -1.017
Cl: 10.08 3.51 -3.41  0.519
Cl: 11.42 4.50 -1.03  0.477
H: 12.26 4.34 -3.28  -0.073
H: 11.02 5.63 -3.07  0.030
C: -12.58 -5.75 0.53  -1.021
Cl: -11.51 -4.74 -0.45  0.500
Cl: -12.83 -5.05 2.14  0.488
H: -13.54 -5.83 0.03  0.023
H: -12.13 -6.72 0.64  0.025
C: -1.22 1.10 -6.22  -1.001
Cl: -2.40 2.22 -5.51  0.537
Cl: 0.34 1.19 -5.41  0.508
H: -1.60 0.09 -6.13  0.026
H: -1.08 1.36 -7.27  0.025
C: 15.14 5.41 -2.68  -0.988
Cl: 16.28 6.70 -3.09  0.545
Cl: 14.37 4.76 -4.12  0.573
H: 15.67 4.62 -2.17  0.029
H: 14.38 5.82 -2.03  -0.005
C: 18.84 4.27 -3.79  -1.045
Cl: 18.22 2.64 -3.48  0.496
Cl: 19.88 4.32 -5.22  0.507
H: 18.00 4.93 -3.94  -0.049
H: 19.42 4.59 -2.93  0.028
C: 13.48 8.14 1.67  -1.022
Cl: 13.24 6.59 0.85  0.483
Cl: 14.92 8.99 1.10  0.505
H: 12.61 8.76 1.48  0.025
H: 13.58 7.96 2.73  0.024

Spin multiplicity   1
Kohn-Sham gap   0.2996 Ha
Energy   -409618.28969 eV
LUMO   0.41 eV

***

ORCA calculation (ωB97M-V with the def2-TZVPD basis set) on a cluster of 5 separate species, C30H56ClIN3O13PS in total.

Last column: Löwdin charge in e.
CARTESIAN COORDINATES (ANGSTROEM)
N: 4.68 -1.80 4.99  -0.190
P: 3.54 -1.29 3.76  0.853
O: 3.46 0.42 3.76  -0.348
C: 4.19 -1.90 2.11  -0.280
C: 5.49 -2.51 1.94  0.003
C: 5.95 -2.98 0.59  -0.177
N: 7.21 -3.56 0.51  0.159
C: 7.56 -3.94 -0.74  -0.261
C: 8.99 -4.57 -0.88  -0.151
C: 10.11 -3.47 -0.87  -0.728
O: 10.25 -2.60 -1.66  0.052
Cl: 11.31 -3.48 0.52  0.572
C: 6.64 -3.75 -1.90  -0.600
I: 7.39 -4.35 -3.86  0.843
N: 5.39 -3.23 -1.90  0.079
C: 5.09 -2.86 -0.59  -0.181
C: 3.74 -2.22 -0.38  0.033
C: 3.28 -1.74 0.91  -0.196
C: 1.85 -1.11 1.01  -0.172
C: 1.65 0.20 0.15  -0.171
C: 2.90 1.17 0.12  -0.214
C: 3.59 1.23 -1.32  -0.205
S: 4.87 2.54 -1.46  0.667
O: 4.60 3.37 -2.63  -0.308
O: 6.16 1.86 -1.67  -0.339
O: 5.00 3.45 -0.09  -0.182
H: 4.29 -1.59 5.91  0.027
H: 5.52 -1.23 4.83  0.032
H: 4.35 0.79 3.96  0.049
H: 6.14 -2.59 2.85  0.102
H: 9.08 -5.30 -1.72  0.073
H: 9.14 -5.16 0.07  0.109
H: 3.04 -2.10 -1.25  0.125
H: 1.14 -1.89 0.61  0.125
H: 1.51 -0.92 2.07  0.075
H: 1.41 -0.07 -0.92  0.112
H: 0.78 0.80 0.59  0.103
H: 2.53 2.23 0.32  0.112
H: 3.65 0.95 0.93  0.105
H: 2.78 1.48 -2.06  0.116
H: 4.10 0.26 -1.55  0.100
H: 5.91 3.24 0.21  0.096
C: 0.09 4.15 7.05  -0.107
O: 0.12 3.06 6.15  -0.200
C: 1.41 2.49 6.01  -0.202
C: 1.56 1.22 6.84  -0.201
O: 1.49 1.50 8.23  -0.191
C: 0.21 1.22 8.78  -0.110
H: -0.94 4.35 7.32  0.090
H: 0.65 3.94 7.97  0.084
H: 0.51 5.04 6.57  0.088
H: 2.19 3.22 6.27  0.129
H: 1.54 2.23 4.95  0.095
H: 2.55 0.79 6.65  0.110
H: 0.81 0.48 6.55  0.127
H: 0.10 0.14 8.93  0.087
H: -0.60 1.59 8.14  0.084
H: 0.13 1.72 9.75  0.090
C: -3.93 2.63 1.63  -0.103
O: -3.95 2.09 2.94  -0.188
C: -3.70 0.69 2.96  -0.197
C: -2.25 0.38 3.32  -0.193
O: -1.35 0.86 2.33  -0.204
C: -0.75 2.09 2.69  -0.097
H: -3.85 3.71 1.71  0.089
H: -3.09 2.26 1.04  0.084
H: -4.87 2.39 1.12  0.080
H: -3.96 0.24 1.99  0.118
H: -4.35 0.25 3.72  0.125
H: -2.13 -0.70 3.38  0.124
H: -2.00 0.80 4.31  0.126
H: 0.05 1.92 3.42  0.071
H: -1.47 2.80 3.10  0.091
H: -0.31 2.54 1.79  0.084
C: -3.82 0.57 -3.94  -0.103
O: -4.56 -0.59 -3.60  -0.219
C: -4.35 -1.01 -2.26  -0.191
C: -5.48 -0.56 -1.35  -0.197
O: -5.52 0.86 -1.23  -0.205
C: -6.52 1.44 -2.06  -0.103
H: -4.24 0.99 -4.85  0.085
H: -3.87 1.33 -3.16  0.087
H: -2.77 0.30 -4.12  0.093
H: -3.38 -0.65 -1.89  0.126
H: -4.32 -2.11 -2.27  0.126
H: -5.29 -0.96 -0.34  0.119
H: -6.44 -0.95 -1.69  0.127
H: -7.50 1.31 -1.61  0.089
H: -6.52 1.00 -3.07  0.080
H: -6.30 2.50 -2.15  0.091
C: -7.96 -1.66 -8.96  -0.113
O: -6.66 -2.14 -9.25  -0.193
C: -5.78 -1.12 -9.70  -0.202
C: -4.87 -0.63 -8.59  -0.202
O: -5.60 0.02 -7.55  -0.194
C: -5.83 -0.83 -6.43  -0.104
H: -8.47 -2.41 -8.36  0.089
H: -7.93 -0.73 -8.38  0.083
H: -8.52 -1.50 -9.89  0.087
H: -6.35 -0.28 -10.13  0.125
H: -5.17 -1.55 -10.50  0.123
H: -4.18 0.11 -9.00  0.123
H: -4.27 -1.45 -8.18  0.127
H: -4.92 -0.90 -5.83  0.063
H: -6.14 -1.83 -6.74  0.089
H: -6.62 -0.39 -5.83  0.094

Spin multiplicity   1
SMILES   NP(O)c1cc2nc(CC(=O)Cl)c(I)nc2cc1CCCCS(=O)(=O)O.COCCOC.COCCOC.COCCOC.COCCOC
Kohn-Sham gap   0.2809 Ha
Energy   -103845.97386 eV
LUMO   -1.22 eV

***

Which of these has the lowest energy?
C30H56Cl28F5O2P

***

What is the spin multiplicity in the fourth record?
1

***

energy of number 3 (C30H56Cl28F5O2P)?
-409618.28969 eV